# 1
Below is a cluster of 2 separate species, C6H10O in total, with properties calculated with the ωB97M-V functional and the def2-TZVPD basis.

```
17
Properties=species:S:1:pos:R:3:forces:R:3
C -1.807 -0.689 -1.138 0.0 0.0 0.0
C -0.587 -0.424 -0.302 0.1 0.0 -0.1
C 0.645 -0.081 -0.730 -0.1 0.0 0.4
O 1.089 0.174 -1.986 -0.2 -0.1 -0.1
C 1.617 -0.005 0.409 0.0 0.0 -0.1
C 0.750 -0.339 1.593 -0.2 0.0 0.0
C -0.502 -0.571 1.162 0.1 0.0 0.0
H -1.854 -1.737 -1.460 0.0 0.2 0.1
H -1.835 -0.064 -2.041 0.0 -0.1 0.1
H -2.724 -0.477 -0.579 0.1 0.0 -0.1
H 0.343 0.091 -2.596 0.2 0.0 0.0
H 2.084 0.986 0.485 -0.1 -0.2 0.0
H 2.426 -0.734 0.270 -0.1 0.1 0.0
H 1.104 -0.370 2.616 -0.1 0.0 -0.2
H -1.355 -0.829 1.784 0.1 0.0 -0.1
H 0.236 2.241 1.474 0.0 0.0 0.0
H 0.370 2.830 1.039 0.0 0.0 0.0
```
Forces are in eV/Å.

LUMO: 0.80 eV
Relative energy (zero: lowest compared OMol25 entry of this formula, charge and spin): 1.324 eV
Strongest force on any atom: 0.37 eV/Å
Orbital gap: 0.31395 hartree

What are the Löwdin partial charges on each atom? They are as follows, in elementary charge units:
1 C -0.047
2 C -0.237
3 C -0.311
4 O 0.067
5 C -0.136
6 C -0.135
7 C -0.070
8 H 0.083
9 H 0.073
10 H 0.076
11 H 0.102
12 H 0.112
13 H 0.133
14 H 0.097
15 H 0.107
16 H 0.032
17 H 0.054

---

# 2
Below is a structure of composition C9H18ClN2OP in a non-equilibrium geometry, with properties calculated with the ωB97M-V functional and the def2-TZVPD basis.

```
32
Properties=species:S:1:pos:R:3:forces:R:3
C 2.056 -0.473 -1.679 2.9 -0.1 -1.0
C 0.870 1.899 0.844 1.3 0.5 1.7
C -0.533 2.343 -1.072 -3.4 -0.3 1.0
C -0.752 -0.780 1.714 -0.6 -1.1 0.2
C -2.138 -0.934 -0.501 -1.3 4.8 -0.3
C 0.628 -2.248 -0.790 -0.6 -0.2 0.9
C 0.504 1.492 -0.506 2.1 -1.2 -0.8
C -1.081 -0.151 0.335 -0.7 -1.2 0.3
C 1.088 -0.800 -0.793 -3.3 -1.8 -0.1
N 3.357 -0.487 -1.617 -1.2 0.5 -0.8
N 0.193 0.040 -0.356 -1.6 3.9 -0.6
O 2.847 -0.766 0.923 -1.5 -0.9 2.0
P 3.893 -0.727 -0.072 1.2 -1.6 -1.3
Cl 5.149 0.644 0.457 1.5 1.7 0.1
H 1.648 1.183 1.160 -0.2 0.7 0.5
H 1.176 2.954 0.971 0.0 -0.5 -0.2
H -0.035 1.739 1.415 0.0 0.2 0.7
H -1.425 1.721 -1.293 0.3 0.6 -0.3
H -0.246 2.863 -1.919 0.6 0.9 -1.8
H -0.878 3.090 -0.338 0.1 -0.2 -0.2
H -1.090 -1.845 1.920 0.5 1.0 -0.8
H 0.314 -0.690 1.926 -0.1 -0.1 0.0
H -1.291 -0.234 2.450 -0.3 0.6 0.9
H -1.733 -1.142 -1.435 0.6 -1.5 -1.4
H -3.073 -0.256 -0.794 1.9 -1.0 0.8
H -2.538 -1.610 0.143 -1.0 -2.9 1.0
H 1.442 -2.769 -0.365 1.2 -1.2 -0.2
H -0.191 -2.532 -0.083 0.5 1.0 -0.6
H 0.310 -2.570 -1.779 0.4 -0.1 0.0
H 1.370 1.549 -1.181 0.0 -0.2 0.2
H -1.622 0.814 0.519 1.4 -0.6 -0.1
H 4.835 -1.802 -0.228 -0.8 0.3 0.3
```
Forces are in eV/Å.

LUMO: 0.71 eV
Relative energy (zero: lowest compared OMol25 entry of this formula, charge and spin): 1.716 eV
Strongest force on any atom: 4.96 eV/Å
Orbital gap: 0.30290 hartree

What are the Löwdin partial charges on each atom? They are as follows, in elementary charge units:
1 C -0.125
2 C -0.052
3 C -0.036
4 C -0.045
5 C -0.034
6 C 0.010
7 C -0.412
8 C -0.355
9 C -0.365
10 N -0.130
11 N -0.042
12 O -0.395
13 P 0.096
14 Cl 0.388
15 H 0.079
16 H 0.107
17 H 0.075
18 H 0.093
19 H 0.063
20 H 0.099
21 H 0.099
22 H 0.076
23 H 0.060
24 H 0.051
25 H 0.122
26 H 0.032
27 H 0.069
28 H 0.088
29 H 0.096
30 H 0.136
31 H 0.133
32 H 0.018

---

# 3
Below is an isolated molecule of C2H7NO3S in a non-equilibrium geometry, with properties calculated with the ωB97M-V functional and the def2-TZVPD basis.

```
14
Properties=species:S:1:pos:R:3:forces:R:3
C -0.830 1.760 0.800 0.0 0.1 0.7
C 0.445 -1.792 -0.681 -0.3 -0.9 0.6
N -0.703 -1.532 0.130 0.0 -0.2 -0.2
O 2.324 1.453 -0.816 0.2 0.3 -0.5
O -0.139 1.285 -0.322 1.2 -0.6 -1.1
O 1.133 -0.652 -1.188 0.5 1.6 -0.1
S 1.403 0.593 -0.150 -1.6 -0.6 0.4
H -0.205 2.398 1.430 -0.1 0.0 0.0
H -1.226 0.938 1.408 0.0 0.1 0.0
H -1.672 2.346 0.428 0.1 0.0 0.0
H 1.155 -2.399 -0.103 -0.1 0.1 -0.1
H 0.140 -2.351 -1.571 0.2 0.2 0.1
H -1.373 -0.960 -0.368 0.0 0.0 0.1
H -0.453 -1.088 1.002 -0.1 0.0 0.1
```
Forces are in eV/Å.

LUMO: 0.67 eV
Relative energy (zero: lowest compared OMol25 entry of this formula, charge and spin): 1.006 eV
Strongest force on any atom: 1.77 eV/Å
Orbital gap: 0.39351 hartree

What are the Löwdin partial charges on each atom? They are as follows, in elementary charge units:
1 C -0.165
2 C -0.334
3 N 0.026
4 O -0.372
5 O -0.395
6 O -0.323
7 S 0.936
8 H 0.085
9 H 0.071
10 H 0.094
11 H 0.121
12 H 0.126
13 H 0.080
14 H 0.050

---

# 4
Below is an isolated molecule of C14H17N3O4 in a non-equilibrium geometry, with properties calculated with the ωB97M-V functional and the def2-TZVPD basis.

```
38
Properties=species:S:1:pos:R:3:forces:R:3
C 3.743 -2.513 1.430 -0.1 0.0 -0.3
C 3.144 -1.952 0.145 -0.1 0.1 0.4
C 1.615 -2.010 0.170 0.2 0.0 -0.4
C 1.060 -1.404 -1.121 -0.2 -0.2 0.2
N 1.461 -0.027 -1.316 -0.2 0.1 0.3
C 0.688 1.065 -0.760 0.1 -0.2 -0.5
O 0.415 2.014 -1.764 -0.2 0.3 0.1
C 1.402 1.761 0.439 0.2 0.2 -0.1
O 2.402 2.431 0.415 0.0 0.0 -0.1
N 0.668 1.482 1.566 0.1 0.0 0.6
C -0.540 0.892 1.261 -0.5 -0.3 -0.5
C -1.592 0.589 2.111 0.2 0.1 -0.1
C -2.738 0.054 1.554 -0.2 -0.1 -0.3
C -2.822 -0.151 0.180 1.0 0.4 0.4
N -4.036 -0.689 -0.373 -0.4 -0.2 -0.1
O -4.058 -0.921 -1.563 -0.1 -0.1 -0.3
O -4.963 -0.884 0.385 -0.3 -0.1 0.1
C -1.761 0.146 -0.678 -0.2 0.1 0.2
C -0.611 0.645 -0.118 0.0 0.1 0.3
C 2.908 0.096 -1.322 0.3 0.1 0.1
C 3.581 -0.504 -0.081 -0.1 -0.2 -0.3
H 3.412 -1.934 2.290 0.0 0.1 0.1
H 4.830 -2.476 1.392 0.1 0.0 0.1
H 3.438 -3.547 1.575 0.0 -0.1 0.1
H 3.495 -2.557 -0.699 0.0 0.0 0.0
H 1.237 -1.452 1.031 0.0 0.0 0.1
H 1.277 -3.043 0.262 0.0 -0.1 0.1
H -0.026 -1.480 -1.149 0.1 -0.1 -0.1
H 1.457 -1.964 -1.975 -0.1 -0.1 0.0
H 1.246 2.273 -2.179 0.0 0.0 0.0
H 0.897 1.862 2.474 0.1 0.0 -0.2
H -1.524 0.774 3.171 0.0 0.0 0.1
H -3.589 -0.199 2.168 0.0 0.0 0.0
H -1.862 -0.002 -1.742 0.0 0.0 -0.1
H 3.185 1.147 -1.418 0.0 -0.1 -0.1
H 3.264 -0.434 -2.213 0.1 0.1 0.0
H 4.663 -0.453 -0.209 0.1 0.0 0.1
H 3.326 0.089 0.799 0.0 0.0 0.1
```
Forces are in eV/Å.

LUMO: -0.49 eV
Relative energy (zero: lowest compared OMol25 entry of this formula, charge and spin): 4.106 eV
Strongest force on any atom: 1.15 eV/Å
Orbital gap: 0.30320 hartree

What are the Löwdin partial charges on each atom? They are as follows, in elementary charge units:
1 C -0.073
2 C -0.390
3 C -0.138
4 C -0.155
5 N -0.053
6 C -0.373
7 O 0.069
8 C -0.366
9 O 0.109
10 N 0.185
11 C -0.179
12 C 0.015
13 C 0.018
14 C -0.140
15 N -0.368
16 O 0.082
17 O 0.077
18 C 0.078
19 C -0.074
20 C -0.160
21 C -0.143
22 H 0.079
23 H 0.076
24 H 0.076
25 H 0.142
26 H 0.116
27 H 0.119
28 H 0.107
29 H 0.130
30 H 0.107
31 H 0.172
32 H 0.116
33 H 0.122
34 H 0.141
35 H 0.116
36 H 0.128
37 H 0.122
38 H 0.108

---

# 5
Below is a structure of composition C55H44N7PRhSe2 in a non-equilibrium geometry, with properties calculated with the ωB97M-V functional and the def2-TZVPD basis.

```
110
Properties=species:S:1:pos:R:3:forces:R:3
Rh 0.694 -0.575 -0.173 -0.8 -0.1 0.7
C -4.860 -1.336 0.851 -0.6 0.2 0.1
N -3.482 -1.690 0.651 0.4 0.0 -0.1
C -2.464 -0.844 0.335 0.0 0.2 -0.1
N -1.339 -1.520 0.216 0.1 0.4 -0.2
C -1.611 -2.828 0.454 -0.6 0.2 0.2
C -2.962 -2.953 0.732 0.6 -0.2 -0.1
C -3.748 -4.151 1.026 -0.2 -0.1 0.0
C -4.511 -4.243 2.188 0.1 0.0 -0.1
C -5.208 -5.402 2.472 -0.1 -0.1 0.1
C -5.163 -6.475 1.599 0.0 0.0 0.0
C -4.413 -6.387 0.436 0.0 -0.1 0.0
C -3.707 -5.235 0.150 0.0 0.2 0.0
C -0.517 -3.790 0.455 0.3 -0.1 -0.1
C 0.600 -3.520 -0.342 -0.2 0.0 -0.2
C 1.702 -4.354 -0.308 0.1 0.1 -0.1
C 1.699 -5.473 0.508 0.0 -0.1 0.1
C 0.584 -5.759 1.283 0.1 0.0 0.0
C -0.517 -4.921 1.265 0.0 0.1 0.0
P -2.633 0.963 0.080 0.8 -0.4 0.0
C -1.290 1.465 1.213 -0.1 -0.2 0.0
N -0.124 0.856 1.347 -0.1 0.1 -0.4
C 0.521 1.420 2.399 -0.5 0.4 0.1
C -0.281 2.430 2.909 0.5 -0.3 0.0
N -1.418 2.439 2.151 0.3 -0.3 -0.1
C -2.557 3.298 2.339 -0.5 0.3 0.1
C -0.037 3.326 4.037 -0.1 0.1 0.2
C -0.075 4.708 3.873 0.0 -0.2 0.0
C 0.219 5.540 4.937 0.0 0.1 0.1
C 0.554 5.002 6.169 -0.1 0.0 0.0
C 0.574 3.627 6.342 0.1 0.0 0.1
C 0.282 2.790 5.284 -0.2 0.0 -0.1
C 1.793 0.884 2.872 0.2 -0.1 0.1
C 2.727 1.674 3.539 -0.2 -0.1 -0.2
C 3.896 1.112 4.018 0.1 -0.1 0.1
C 4.156 -0.234 3.823 -0.1 0.0 0.1
C 3.239 -1.027 3.150 -0.1 0.0 0.1
C 2.060 -0.475 2.680 -0.2 -0.1 0.1
C -1.704 1.040 -1.493 -0.1 0.0 0.0
N -0.568 0.442 -1.827 0.0 0.0 0.2
C -0.399 0.629 -3.174 -1.1 0.6 -0.1
C -1.456 1.418 -3.647 0.7 -0.4 0.1
N -2.263 1.649 -2.574 0.5 -0.3 0.1
C -3.449 2.462 -2.548 -0.5 0.4 0.0
C -1.673 1.990 -4.978 -0.2 0.2 -0.1
C -0.686 2.792 -5.553 -0.1 -0.1 0.1
C -0.868 3.320 -6.816 0.1 0.0 -0.1
C -2.022 3.040 -7.531 0.0 0.0 0.0
C -3.005 2.246 -6.967 -0.1 0.0 -0.1
C -2.844 1.737 -5.692 0.2 -0.1 0.1
C 0.617 -0.021 -3.954 0.2 -0.4 -0.6
C 0.438 -0.323 -5.290 -0.2 0.2 0.5
C 1.408 -0.981 -6.026 0.0 0.0 -0.3
C 2.623 -1.370 -5.425 0.3 -0.2 0.3
C 2.852 -1.146 -4.112 0.1 -0.3 -0.3
C 1.883 -0.398 -3.270 0.0 0.0 0.4
H -5.078 -0.409 0.321 0.0 -0.1 0.0
H -5.074 -1.194 1.912 0.0 0.0 -0.1
H -5.499 -2.133 0.469 0.0 0.1 0.0
H -4.529 -3.419 2.887 0.0 0.1 0.1
H -5.785 -5.469 3.383 0.0 0.0 0.1
H -5.706 -7.379 1.824 -0.1 -0.1 0.0
H -4.378 -7.220 -0.249 0.0 -0.1 -0.1
H -3.117 -5.164 -0.752 0.1 0.0 -0.1
H 0.560 -2.685 -1.053 0.0 -0.3 0.1
H 2.559 -4.134 -0.929 0.1 0.0 -0.1
H 2.558 -6.124 0.535 0.1 -0.1 0.0
H 0.578 -6.636 1.911 0.0 -0.1 0.1
H -1.373 -5.136 1.887 0.0 0.0 0.1
H -2.580 3.638 3.374 0.0 0.0 -0.1
H -3.472 2.745 2.118 0.1 0.1 0.1
H -2.507 4.169 1.682 0.0 -0.1 0.1
H -0.307 5.129 2.904 0.0 0.0 -0.1
H 0.203 6.610 4.798 0.0 0.1 0.0
H 0.796 5.653 6.992 0.0 0.1 0.1
H 0.831 3.207 7.302 0.0 0.0 0.1
H 0.301 1.717 5.413 0.0 -0.1 0.0
H 2.539 2.727 3.679 0.0 0.1 0.0
H 4.603 1.730 4.548 0.1 0.1 0.0
H 5.071 -0.664 4.197 0.1 -0.1 0.0
H 3.434 -2.079 3.008 0.0 -0.1 0.0
H 1.314 -1.116 2.197 0.2 0.2 0.2
H -3.435 3.150 -3.392 0.0 -0.1 0.1
H -3.478 3.036 -1.621 0.0 0.0 -0.2
H -4.347 1.843 -2.610 0.0 0.1 0.0
H 0.222 2.997 -5.001 0.0 0.0 0.1
H -0.107 3.952 -7.246 0.1 0.1 -0.1
H -2.156 3.437 -8.524 0.0 0.1 -0.1
H -3.901 2.017 -7.523 -0.1 0.0 -0.1
H -3.612 1.113 -5.257 -0.1 -0.1 0.0
H -0.497 -0.066 -5.762 -0.1 0.0 -0.1
H 1.223 -1.216 -7.061 0.0 0.0 -0.1
H 3.367 -1.877 -6.022 0.1 -0.1 0.0
H 3.777 -1.433 -3.629 0.0 -0.1 -0.1
H 1.649 -0.966 -2.327 0.1 0.3 -0.6
Se 3.243 -0.338 -0.415 0.3 -0.6 0.3
C 4.511 0.686 0.605 0.0 0.0 0.2
C 5.648 0.057 1.089 -0.2 -0.1 -0.2
C 6.632 0.808 1.704 0.2 0.0 0.0
C 6.481 2.179 1.830 0.0 -0.1 0.0
C 5.338 2.798 1.350 0.1 0.0 0.0
C 4.348 2.055 0.736 -0.2 0.0 0.0
H 5.769 -1.010 0.958 0.0 -0.1 0.0
H 7.530 0.326 2.063 0.0 0.0 0.0
H 7.264 2.764 2.286 0.1 0.1 0.1
H 5.230 3.866 1.447 -0.1 0.2 0.0
H 3.469 2.532 0.329 -0.1 0.0 0.0
Se 2.776 2.271 -3.978 0.1 0.6 -0.5
C 2.629 0.848 -2.794 0.0 -0.9 1.4
N 3.215 0.946 -1.672 0.0 1.3 -1.5
```
Forces are in eV/Å.

LUMO (alpha / beta): -1.80 / -4.03 eV
Multiplicity: 5
Relative energy (zero: lowest compared OMol25 entry of this formula, charge and spin): 2.311 eV
Strongest force on any atom: 1.93 eV/Å
Total charge: +1
<S²>: 6.06
Orbital gap (alpha / beta): 0.25297 / 0.21539 hartree

Löwdin atomic charge list, values in e, 99 entries:
1 Rh 0.567
2 C -0.020
3 N -0.057
4 C -0.413
5 N 0.044
6 C -0.161
7 C -0.108
8 C -0.190
9 C -0.037
10 C -0.069
11 C -0.071
12 C -0.064
13 C -0.027
14 C -0.163
15 C -0.069
16 C -0.076
17 C -0.077
18 C -0.065
19 C -0.019
20 P 1.186
21 C -0.418
22 N 0.038
23 C -0.158
24 C -0.108
25 N -0.059
26 C -0.021
27 C -0.193
28 C -0.037
29 C -0.070
30 C -0.071
31 C -0.064
32 C -0.031
33 C -0.173
34 C -0.031
35 C -0.067
36 C -0.084
37 C -0.086
38 C -0.091
39 C -0.417
40 N 0.078
41 C -0.165
42 C -0.103
43 N -0.065
44 C -0.030
45 C -0.198
46 C -0.030
47 C -0.058
48 C -0.069
49 C -0.069
50 C -0.040
51 C -0.161
52 C -0.025
53 C -0.049
54 C -0.078
55 C -0.047
56 C -0.339
57 H 0.069
58 H 0.099
59 H 0.106
60 H 0.114
61 H 0.108
62 H 0.107
63 H 0.109
64 H 0.125
65 H 0.076
66 H 0.106
67 H 0.105
68 H 0.107
69 H 0.116
70 H 0.101
71 H 0.073
72 H 0.101
73 H 0.117
74 H 0.108
75 H 0.106
76 H 0.109
77 H 0.126
78 H 0.120
79 H 0.113
80 H 0.112
81 H 0.112
82 H 0.088
83 H 0.100
84 H 0.075
85 H 0.100
86 H 0.061
87 H 0.110
88 H 0.107
89 H 0.108
90 H 0.118
91 H 0.116
92 H 0.106
93 H 0.111
94 H 0.118
95 H 0.068
96 Se 1.078
97 C -0.475
98 C -0.131
99 C -0.083

---

# 6
Below is a structure of composition C12H11BaF16N3O4S2Sb in a non-equilibrium geometry, with properties calculated with the ωB97M-V functional and the def2-TZVPD basis.

```
50
Properties=species:S:1:pos:R:3:forces:R:3
Ba 0.889 0.772 -1.452 -1.8 -0.1 1.9
C -2.592 2.148 0.641 0.0 0.0 0.0
N -3.291 1.062 -0.006 0.0 0.0 0.0
C -3.219 1.127 -1.443 0.0 0.0 0.0
C -3.092 -0.248 0.560 0.0 0.0 0.0
C -1.745 -0.961 0.258 0.0 0.0 0.0
N -0.625 -0.226 0.780 0.0 -0.1 -0.2
C -0.169 -0.372 2.018 0.0 0.0 0.0
C 0.916 0.479 2.385 0.0 0.0 0.0
F 1.322 1.392 1.492 0.1 -0.1 -0.1
C 1.536 0.406 3.603 0.0 0.0 0.0
F 2.549 1.225 3.879 0.0 0.0 0.0
C 1.107 -0.508 4.555 0.0 0.0 0.0
C 0.034 -1.331 4.251 0.0 0.0 0.0
F -0.405 -2.200 5.162 0.0 0.0 0.0
C -0.603 -1.272 3.034 0.0 0.0 0.0
F -1.644 -2.076 2.824 0.0 0.0 0.0
H -2.715 2.082 1.722 0.0 0.0 0.0
H -3.006 3.100 0.308 0.0 0.0 0.0
H -1.508 2.160 0.431 0.0 0.0 0.0
H -2.184 1.114 -1.841 0.0 0.0 0.0
H -3.673 2.052 -1.799 0.0 0.0 0.0
H -3.751 0.288 -1.889 0.0 0.0 0.0
H -3.876 -0.911 0.186 0.0 0.0 0.0
H -3.215 -0.178 1.643 0.0 0.0 0.0
H -1.623 -1.019 -0.829 0.0 0.0 0.0
H -1.812 -1.985 0.624 0.0 0.0 0.0
H 1.593 -0.573 5.518 0.0 0.0 0.0
F 5.597 2.498 -2.893 0.0 0.0 0.0
C 4.741 2.781 -1.926 0.0 0.0 0.0
F 5.003 3.987 -1.434 0.0 0.0 0.0
F 4.836 1.877 -0.959 0.0 0.0 0.0
S 3.022 2.805 -2.589 0.4 0.3 -0.3
O 2.187 2.986 -1.404 0.3 0.1 -0.2
O 2.951 3.801 -3.608 0.0 0.1 0.1
N 2.924 1.295 -3.110 0.1 0.5 -0.5
S 1.872 0.957 -4.269 0.3 0.1 -0.7
O 1.830 -0.450 -4.478 0.1 0.1 -0.1
O 0.601 1.594 -3.944 0.0 0.2 -0.4
C 2.479 1.733 -5.867 0.0 0.0 0.0
F 2.265 0.861 -6.841 0.0 0.0 0.0
F 1.809 2.844 -6.121 0.0 0.0 0.0
F 3.774 1.990 -5.782 0.0 0.0 0.0
F 0.875 -1.689 -2.009 0.4 -0.1 -0.3
Sb 2.651 -2.367 -1.513 -0.1 -1.0 0.9
F 3.676 -1.487 -2.793 -0.2 0.3 0.0
F 2.593 -0.740 -0.418 0.3 -0.1 -0.1
F 4.235 -2.872 -0.653 0.0 -0.1 -0.1
F 1.699 -3.213 -0.118 0.0 0.1 0.0
F 2.367 -3.816 -2.651 0.1 0.0 0.0
```
Forces are in eV/Å.

LUMO (alpha / beta): -0.18 / -2.94 eV
Multiplicity: 2
Relative energy (zero: lowest compared OMol25 entry of this formula, charge and spin): 0.000 eV
Strongest force on any atom: 2.58 eV/Å
<S²>: 0.80
Orbital gap (alpha / beta): 0.33158 / 0.24105 hartree

What are the Löwdin partial charges on each atom? They are as follows, in elementary charge units:
1 Ba 2.111
2 C -0.090
3 N -0.267
4 C -0.090
5 C -0.168
6 C -0.198
7 N 0.008
8 C -0.158
9 C -0.136
10 F 0.057
11 C -0.201
12 F 0.122
13 C 0.118
14 C -0.202
15 F 0.118
16 C -0.114
17 F 0.122
18 H 0.093
19 H 0.092
20 H 0.061
21 H 0.052
22 H 0.094
23 H 0.098
24 H 0.129
25 H 0.121
26 H 0.092
27 H 0.124
28 H 0.149
29 F 0.171
30 C -0.686
31 F 0.160
32 F 0.159
33 S 0.581
34 O -0.482
35 O -0.231
36 N -0.439
37 S 0.534
38 O -0.260
39 O -0.456
40 C -0.670
41 F 0.162
42 F 0.163
43 F 0.162
44 F -0.531
45 Sb 1.390
46 F -0.318
47 F -0.530
48 F -0.336
49 F -0.355
50 F -0.325